Entry 1:
{
  "formula": "C3H6N4O",
  "method": "the ωB97M-V functional and the def2-TZVPD basis",
  "species": ["H", "N", "C", "N", "C", "O", "N", "N", "C", "H", "H", "H", "H", "H"],
  "coordinates": [[-0.6463, 1.8682, -2.7832], [0.4370, 1.8653, -2.7671], [0.9046, 1.5569, -1.6267], [0.1930, 0.9392, -0.4586], [0.9158, 0.1813, 0.3182], [2.1945, 0.0538, 0.4215], [0.2602, -0.7728, 1.0036], [-1.1248, -0.7803, 0.9725], [-1.6751, -1.7102, 1.6575], [1.9955, 1.7481, -1.4019], [-0.7282, 0.8701, -0.5276], [1.0882, -1.3697, 1.4165], [-1.0335, -2.5162, 2.2580], [-2.7807, -1.9337, 1.5171]],
  "multiplicity": 1,
  "smiles": "[H]/N=C\\NC(=O)NN=C",
  "de_lowest_kcal_mol": 69.1
}


Entry 2:
{
  "formula": "C3H6N4O",
  "method": "the ωB97M-V functional and the def2-TZVPD basis",
  "species": ["C", "N", "C", "N", "C", "O", "N", "N", "H", "H", "H", "H", "H", "H"],
  "coordinates": [[0.7656, 0.8389, -1.4390], [-0.1918, 0.5024, -0.3794], [-0.7233, 1.3918, 0.4605], [-0.9719, 0.9518, 1.6229], [-0.5375, -0.3794, 1.6689], [-0.8039, -1.2755, 2.4704], [0.1257, -0.5850, 0.3994], [0.0505, -1.9041, -0.1017], [1.7344, 0.8187, -0.9956], [0.5810, 1.8589, -1.9385], [0.6303, 0.1811, -2.3081], [-0.7114, 2.4213, 0.0919], [-0.7704, -2.4313, 0.2366], [0.8228, -2.3896, 0.2117]],
  "multiplicity": 1,
  "smiles": "Cn1cnc(=O)n1N",
  "de_lowest_kcal_mol": 55.5
}


Entry 3:
{
  "formula": "C3H6N4O2S",
  "method": "the ωB97M-V functional and the def2-TZVPD basis",
  "species": ["C", "S", "O", "O", "N", "N", "C", "N", "C", "N", "H", "H", "H", "H", "H", "H"],
  "coordinates": [[1.2499, 0.4869, 1.8434], [0.4740, -0.9197, 1.1532], [1.4547, -1.9951, 1.0828], [-0.9175, -1.2877, 1.7035], [0.1882, -0.4586, -0.4667], [1.0801, 0.7028, -0.8498], [0.4825, 1.2292, -1.9227], [-0.7736, 0.7080, -2.0797], [-0.9866, -0.2194, -1.1079], [-2.3324, -0.6239, -0.8456], [0.8737, 1.5832, 1.7692], [1.5054, 0.2731, 2.9261], [2.2160, 0.4309, 1.1071], [0.9143, 2.1370, -2.5251], [-2.4261, -1.4752, -0.1972], [-3.0028, -0.5716, -1.5907]],
  "multiplicity": 1,
  "smiles": "CS(=O)(=O)n1ncnc1N",
  "de_lowest_kcal_mol": 31.3
}


Number 1: electronic energy -412.0988 a.u., HOMO energy -9.564 eV, frontier orbital gap 10.33 eV. Number 2: electronic energy -412.1206 a.u., HOMO energy -9.203 eV, frontier orbital gap 9.80 eV. Number 3: electronic energy -885.5143 a.u., HOMO energy -9.437 eV, frontier orbital gap 10.12 eV.